(1)
95
Properties=species:S:1:pos:R:3:forces:R:3 method="wB97M-V/def2-TZVPD" multiplicity=3 lumo_energy_ev="-7.217 / -9.288" charge=+2 largest_force_ev_per_a=2.76 orbital_gap_ev="6.496 / 4.461"
N -5.128320 -0.971575 3.004703 0.15 0.14 0.29
C -3.998715 -0.407168 3.459968 -0.01 -0.01 -0.21
C -3.126844 0.267792 2.617654 0.36 0.13 -0.28
C -3.461667 0.392679 1.252395 -1.03 -1.08 0.35
C -4.701597 -0.152790 0.781562 0.59 -0.35 1.47
C -5.477690 -0.853357 1.719434 0.69 0.53 -0.29
C -2.533563 0.973785 0.361565 0.76 -0.42 -0.07
Ni -0.239801 0.007100 -2.591536 -0.43 -0.27 1.36
P 1.935748 0.340372 -1.932444 -0.06 -0.18 -0.58
C -2.641755 0.809026 -0.999716 0.15 0.74 -2.00
C -2.119856 1.831494 -1.899311 -0.71 -0.08 1.35
C -2.280204 1.719891 -3.319293 0.74 -0.66 1.21
C -1.338348 2.361421 -4.099919 0.61 -0.63 -0.67
C -0.346719 3.062814 -3.440321 1.27 2.26 -0.93
C -0.528357 3.596399 -2.155598 -0.21 -0.28 0.77
C -1.502780 3.017116 -1.344629 0.68 -0.54 -0.88
Br 1.245331 3.672609 -4.462427 -1.95 0.40 0.29
H -1.631491 1.457829 0.787146 -0.82 0.13 -0.25
H -3.094171 -0.083664 -1.504904 -0.21 1.22 0.85
H -2.141129 0.639458 2.950945 -0.67 -0.10 -0.04
H -5.021411 -0.096178 -0.246818 -0.01 0.20 -0.06
H -3.747142 -0.496967 4.527305 -0.38 -0.15 -0.52
H -6.403351 -1.337153 1.417278 0.10 0.08 0.11
H -3.095722 1.106499 -3.689666 0.30 -0.11 -0.23
H -1.741009 3.378532 -0.325137 0.40 -0.37 -0.85
H -1.249197 2.210355 -5.172834 -0.28 0.10 0.14
H 0.127398 4.384373 -1.778940 -0.25 -0.19 -0.22
P -0.562557 -2.029207 -1.292087 -0.57 -2.22 -0.05
C 2.282509 1.848295 -0.946488 0.13 0.33 -0.21
C 3.185148 2.865394 -1.634118 0.19 0.60 -0.26
H 2.689711 1.561829 0.037208 -0.14 -0.31 -0.37
H 1.297808 2.290546 -0.742575 0.23 -0.06 0.01
H 3.340771 3.760414 -1.013193 -0.05 -0.33 -0.02
H 4.178356 2.471346 -1.890090 -0.36 0.06 0.11
H 2.702711 3.217538 -2.553874 0.44 -0.16 0.37
C 1.865537 0.542343 -3.802579 0.39 0.86 -0.15
C 3.156805 0.608124 -4.635549 -0.05 -0.11 -0.44
H 1.351414 1.500627 -4.016339 0.24 -0.93 0.38
H 1.206532 -0.253820 -4.232510 0.40 0.07 0.31
H 2.906077 0.900975 -5.666910 0.04 -0.14 0.28
H 3.849532 1.366479 -4.255702 -0.17 -0.19 0.02
H 3.661455 -0.362737 -4.691237 -0.02 0.24 0.10
C 3.325893 -0.821234 -1.600125 -0.32 -0.30 0.30
C 4.733252 -0.248885 -1.795815 0.28 0.11 -0.12
H 3.182844 -1.724556 -2.224812 0.00 0.48 0.27
H 3.177245 -1.118527 -0.544138 0.19 0.05 -0.54
H 5.485143 -1.035916 -1.622082 -0.34 0.24 0.00
H 4.880834 0.116497 -2.823178 0.03 -0.08 0.52
H 4.939855 0.562053 -1.082015 -0.06 -0.26 -0.27
C 0.279949 -3.374969 -0.294630 0.36 0.18 0.52
C 1.788506 -3.351766 -0.180284 0.52 -0.04 0.16
H -0.039685 -4.338769 -0.735289 -0.12 0.57 0.01
H -0.144314 -3.346111 0.720439 0.12 0.10 -0.38
H 2.159308 -4.302502 0.231775 -0.17 0.27 -0.10
H 2.277988 -3.214688 -1.149795 -0.10 -0.12 0.21
H 2.113818 -2.556000 0.505093 -0.06 -0.20 -0.22
C -0.382294 -2.858821 -2.969665 0.09 0.33 0.56
C -1.394547 -2.274363 -3.952039 -0.01 -0.44 -0.16
H -0.523388 -3.942889 -2.822818 0.01 0.40 -0.22
H 0.652423 -2.689423 -3.311410 -0.28 -0.15 0.03
H -1.280284 -2.773408 -4.922609 -0.13 0.38 0.08
H -2.420736 -2.450796 -3.604673 0.21 0.15 -0.14
H -1.267154 -1.178466 -4.109560 -0.05 -0.25 -0.09
C -2.254380 -2.674840 -0.839648 -0.50 0.23 -0.64
C -2.593031 -3.051156 0.603737 -0.17 -0.05 0.40
H -2.408379 -3.561093 -1.478813 -0.02 0.29 0.15
H -2.964558 -1.910084 -1.180393 -0.08 -0.40 0.05
H -3.682398 -3.199389 0.684529 0.38 0.07 -0.06
H -2.132313 -3.999516 0.923043 -0.11 0.43 -0.18
H -2.327407 -2.267739 1.330598 -0.02 -0.22 -0.22
C 0.675098 -2.851820 3.782935 -0.34 -0.20 0.02
C 0.295101 -1.522360 3.168285 0.65 0.60 0.36
O 1.547206 -0.914835 2.711554 -0.99 0.98 -0.39
P 1.910459 0.692020 2.640267 0.68 -0.30 1.14
O 2.325332 1.055781 4.183158 -0.46 -0.41 -0.44
C 1.601819 0.572718 5.353308 0.83 -0.45 -0.17
C 0.282364 1.239031 5.647959 -0.49 0.16 0.46
O 0.454348 1.498073 2.580990 0.25 0.15 -0.04
C 0.689736 2.956018 2.680578 -0.06 -0.44 -0.01
C -0.672674 3.596097 2.679835 -0.18 0.09 -0.15
H 1.122406 -3.528214 3.038371 -0.14 0.26 0.22
H -0.220649 -3.326427 4.200154 0.15 -0.04 -0.09
H 1.391156 -2.714984 4.600024 -0.11 0.01 -0.19
H -0.374633 -1.626900 2.305113 0.12 0.01 0.12
H -0.177211 -0.836351 3.900989 0.12 -0.53 -0.41
H 1.497813 -0.531847 5.254813 0.06 0.74 0.20
H 2.288373 0.772213 6.185714 -0.12 -0.13 -0.29
H -0.564153 0.826074 5.083157 0.25 0.29 -0.08
H 0.074367 1.007143 6.702708 -0.07 0.19 -0.20
H 0.309165 2.342444 5.553680 0.05 -0.63 -0.02
H 1.250953 3.227609 3.601975 -0.31 -0.47 -0.62
H 1.285925 3.262131 1.798748 -0.17 -0.05 0.41
H -1.301531 3.194638 3.487650 0.22 0.16 -0.22
H -0.573151 4.677105 2.805240 -0.11 -0.09 0.00
H -1.169274 3.403156 1.716993 0.01 0.11 0.32

***

(2)
103
Properties=species:S:1:pos:R:3:forces:R:3 method="wB97M-V/def2-TZVPD" multiplicity=2 lumo_energy_ev="-10.490 / -16.941" charge=+5 de_lowest_kj_mol=0.0 largest_force_ev_per_a=4.43 orbital_gap_ev="9.256 / 2.805"
C -3.860159 2.297472 -1.663573 -1.34 0.89 -1.26
C -4.794347 3.502028 -1.977715 0.05 0.22 2.71
N -4.944802 3.785121 -3.340169 0.36 -0.33 -3.35
C -5.669888 3.015099 -4.258040 -0.73 0.52 -0.14
C -5.608890 3.602292 -5.492188 0.93 -0.02 2.14
N -4.777787 4.706968 -5.293611 0.06 0.33 -2.16
C -4.307746 4.741506 -4.055336 -1.60 0.28 0.19
C -4.596562 5.736487 -6.368319 -0.08 0.42 -0.45
H -3.764741 2.181993 -0.583920 0.42 -0.04 -0.24
H -2.969330 2.459610 -2.270404 0.49 0.07 0.72
H -4.299949 1.413891 -2.126134 -0.17 -0.23 0.38
H -4.507454 4.426434 -1.476449 0.93 0.05 -0.19
H -5.781119 3.476779 -1.515399 -0.29 -0.97 -0.26
H -6.341933 2.220014 -3.970667 0.34 -0.08 0.23
H -6.055531 3.252280 -6.411094 0.10 0.53 -0.07
H -3.731030 5.566288 -3.663503 0.08 -0.20 0.09
H -5.479189 5.777580 -7.006587 -0.21 -0.41 0.34
H -3.775328 5.558509 -7.062577 0.23 -0.45 0.49
H -4.508035 6.757580 -5.997336 0.16 -0.30 0.56
C -7.226456 2.318406 2.870928 1.55 -0.20 -0.50
C -6.033908 1.480950 3.336960 0.56 -0.29 1.63
N -4.625320 2.106473 3.349074 1.67 -0.94 -0.84
C -4.285549 3.412151 3.684284 0.12 -0.92 -0.10
C -2.925086 3.525128 3.611717 0.20 -0.23 0.24
N -2.394930 2.312390 3.222449 -2.29 -1.30 -0.24
C -3.448227 1.412088 3.075310 -0.66 3.07 0.95
C -1.019138 1.999101 2.849105 0.13 -0.47 -0.78
H -7.010193 2.676877 1.864541 -0.43 0.38 0.04
H -7.352903 3.108931 3.610640 -0.35 0.16 -0.42
H -8.100706 1.667973 2.844048 0.05 0.11 0.11
H -5.894874 0.485462 2.915346 -0.16 0.26 -0.41
H -6.247778 1.320151 4.393606 0.30 -0.30 0.13
H -5.043575 4.112905 4.001683 0.18 0.04 -0.09
H -2.251527 4.303366 3.938900 -0.27 0.23 -0.30
H -3.327576 0.345867 2.952774 -0.18 0.17 -0.28
H -0.271209 2.216635 3.611593 -0.38 -0.18 0.19
H -0.693373 2.469997 1.921617 -0.39 0.86 0.17
H -1.016619 0.966163 2.501062 0.02 -0.13 0.95
C 3.639689 -0.590160 5.441922 -1.35 -0.58 -0.53
C 3.782087 0.291606 4.188668 -0.10 -0.54 1.19
N 4.459950 -0.397576 3.091388 -0.93 -2.90 -1.64
C 5.554781 -0.012076 2.413937 0.41 0.32 -0.57
C 5.819117 -0.928889 1.404594 0.39 0.76 1.49
N 4.933855 -1.964679 1.592300 -1.48 0.73 -0.25
C 4.038817 -1.598757 2.528397 1.15 1.81 1.26
C 4.782811 -3.185720 0.757312 -0.42 0.79 0.91
H 3.353759 -1.614625 5.203564 0.74 -0.38 -0.46
H 2.654814 -0.361317 5.849045 0.43 0.83 0.89
H 4.460626 -0.605849 6.158795 -0.21 0.30 -0.15
H 4.337301 1.180690 4.487607 0.02 0.05 -0.54
H 2.787225 0.558931 3.832423 0.14 0.19 -0.05
H 6.000248 0.899261 2.784646 0.54 -0.04 -0.64
H 6.620325 -0.898956 0.681000 -0.08 -0.36 0.13
H 3.133074 -2.083097 2.862238 0.33 -0.38 -0.17
H 4.106840 -2.956150 -0.066390 0.50 -0.01 -0.27
H 4.234037 -3.885401 1.387712 0.53 -0.33 -0.07
H 5.792623 -3.500860 0.494510 -0.39 -0.30 -0.18
C -3.370969 -4.301178 -0.946241 -0.80 -0.49 2.04
C -2.293905 -3.707654 -0.048901 0.41 -0.57 0.58
N -1.285968 -4.737619 0.434944 2.11 0.14 -1.32
C -1.342195 -5.625706 1.504675 0.38 0.14 -0.35
C -0.157964 -6.371982 1.512315 -1.22 2.01 -0.03
N 0.595086 -5.840814 0.500073 0.74 0.90 -0.57
C -0.075506 -4.894370 -0.173841 -1.66 -0.04 1.44
C 2.000825 -6.167166 0.270921 0.10 -1.75 -0.96
H -3.173176 -4.887665 -1.843462 0.77 0.81 -0.21
H -4.093644 -3.493208 -1.060395 -0.17 -0.30 -0.54
H -3.826238 -5.057850 -0.307270 -0.60 -0.01 -0.05
H -2.582056 -3.277446 0.910257 -1.24 -0.41 -0.01
H -1.925338 -2.779080 -0.484811 1.41 -0.62 -0.44
H -2.191438 -5.510684 2.161906 0.11 -0.70 0.11
H 0.342176 -7.046922 2.191086 -0.64 -0.19 0.09
H 0.178069 -4.237173 -0.992500 0.56 -0.55 -0.03
H 2.049399 -7.243509 0.105939 -0.19 -0.12 -0.53
H 2.714006 -6.130019 1.094377 -0.49 1.15 0.35
H 2.319600 -5.692666 -0.657167 0.19 0.09 0.33
C 3.947107 2.142651 -0.986301 0.50 0.31 0.82
C 3.726323 1.313948 -2.246919 -1.19 1.20 0.05
N 4.643212 0.218142 -2.364991 1.41 1.44 -0.15
C 4.348098 -1.053734 -2.127171 1.27 -2.37 -0.03
C 5.515608 -1.774834 -2.355264 -1.05 -0.10 -0.06
N 6.513192 -0.914656 -2.752325 -3.69 2.18 1.12
C 5.928486 0.356759 -2.689579 1.30 -2.31 -0.94
C 7.743509 -1.238864 -3.404393 1.20 0.13 -0.81
H 4.882184 2.702630 -0.974018 -0.01 0.20 -0.58
H 4.065774 1.570783 -0.065993 -0.26 -0.76 -0.13
H 3.158410 2.849691 -0.729107 -0.13 0.02 -0.62
H 3.773174 1.892354 -3.169612 0.32 0.30 0.17
H 2.715970 0.907835 -2.295393 0.11 -0.23 0.27
H 3.349849 -1.382567 -1.878643 0.17 0.03 0.01
H 5.602154 -2.850624 -2.315485 0.39 0.13 -0.15
H 6.432826 1.249691 -3.028273 -0.13 0.08 0.17
H 7.574412 -1.435198 -4.463145 -0.23 -0.08 0.02
H 8.215807 -2.124311 -2.978944 0.02 0.31 0.23
H 8.365754 -0.344635 -3.368731 0.33 -0.33 0.22
C -0.222807 0.640178 -0.820542 -0.40 -1.83 -0.18
F 0.403273 0.309132 -1.922783 1.43 -0.24 -0.25
F 0.114288 1.818622 -0.411590 0.31 0.84 0.48
F -1.491766 0.594762 -1.167305 -0.70 -0.10 1.18
S 0.228354 -0.711021 0.599455 1.09 1.39 -2.45
O 1.202050 0.090664 1.479323 -1.18 -1.88 -1.10
O -0.985844 -1.039232 1.264781 -0.44 0.07 0.98
O 0.820627 -1.850776 -0.115239 0.19 1.54 1.23